The following is a DFT calculation (the ωB97M-V functional and the def2-TZVPD basis) of 5 unconnected molecules or ions with the total composition C33H75BI2N5O10.

ORCA input file:
```
! wB97M-V def2-TZVPD RIJCOSX def2/J DEFGRID3
* xyz -1 1
C -3.83984 -3.45732 0.41835
C -2.56637 -3.70219 -0.42171
O -2.47621 -4.60967 -1.18102
O -1.58672 -2.79181 -0.23627
C -0.41915 -3.39048 0.44981
B -0.71429 -3.32145 2.08675
N -1.31786 -1.97813 2.56883
C -0.58492 -0.96690 2.51366
C -0.36366 -0.06820 1.27499
C 0.15562 -0.49231 3.80490
C 0.66769 -3.75829 2.85389
I 2.62488 -3.09779 2.15371
C 0.70623 -4.53161 3.93588
C 2.02507 -4.96256 4.61448
I -1.05608 -5.27289 4.87749
H -4.30903 -4.43833 0.57309
H -3.53772 -2.95592 1.34731
H -4.51529 -2.85439 -0.21322
H 0.44749 -2.78208 0.13106
H -0.26528 -4.43604 0.12601
H -1.56133 -4.16888 2.27938
H -0.32288 -0.61511 0.32400
H 0.53945 0.55044 1.43813
H -1.23328 0.61646 1.20118
H 1.20646 -0.22196 3.61276
H -0.40628 0.39205 4.17069
H 0.04356 -1.25397 4.59226
H 1.83898 -5.68664 5.42551
H 2.63941 -5.50286 3.87008
H 2.61712 -4.09511 4.94042
C 6.55228 -8.95188 -0.45772
O 6.55183 -7.62090 -0.93791
C 6.27384 -7.52070 -2.33200
C 4.93442 -6.84158 -2.56297
N 3.83064 -7.69887 -2.14564
C 2.53437 -7.01836 -2.10910
C 2.35401 -5.88983 -1.09287
O 2.37814 -6.31838 0.25577
C 3.66445 -6.41077 0.83808
H 6.88581 -8.93203 0.57960
H 5.54738 -9.38408 -0.48817
H 7.24175 -9.57718 -1.03389
H 6.31697 -8.49538 -2.82740
H 7.05960 -6.89287 -2.76407
H 4.82895 -6.61334 -3.62840
H 4.94179 -5.89618 -2.00719
H 4.02659 -8.05765 -1.21962
H 1.78533 -7.78332 -1.88759
H 2.30654 -6.63623 -3.10943
H 1.35563 -5.47155 -1.25052
H 3.05496 -5.06146 -1.25150
H 4.36348 -5.68045 0.42315
H 4.06194 -7.42536 0.72734
H 3.56052 -6.21793 1.90553
C 0.28764 -1.45629 -2.90854
O 1.33229 -0.98794 -3.75484
C 1.03855 -1.11182 -5.13875
C 0.88859 0.26265 -5.76843
N -0.32673 0.92304 -5.30270
C -0.40614 2.33422 -5.66707
C 0.62879 3.28256 -5.05632
O 0.50871 3.44397 -3.65357
C 1.18780 2.46513 -2.87789
H 0.65009 -1.42663 -1.88231
H -0.59530 -0.81355 -2.97992
H 0.01709 -2.48686 -3.15049
H 0.15554 -1.73223 -5.31690
H 1.89557 -1.61310 -5.60094
H 0.84540 0.15739 -6.85754
H 1.78483 0.84181 -5.51345
H -0.37236 0.85188 -4.29355
H -1.39629 2.68345 -5.35733
H -0.36943 2.42205 -6.75817
H 0.44731 4.27462 -5.48301
H 1.65656 3.01985 -5.33251
H 2.08637 2.09271 -3.37514
H 0.52090 1.63541 -2.63435
H 1.48150 2.93043 -1.93626
C -2.16529 5.02630 7.88149
O -1.06262 5.76038 7.37925
C 0.08594 5.70504 8.22038
C 1.20803 4.93876 7.54075
N 0.89222 3.51799 7.44693
C 1.80700 2.76285 6.59093
C 1.82221 3.09943 5.09868
O 0.62200 2.77574 4.42203
C -0.38028 3.77515 4.46950
H -3.01980 5.22401 7.23499
H -1.96442 3.95085 7.86753
H -2.41689 5.34253 8.89840
H -0.14719 5.28282 9.20220
H 0.41422 6.73821 8.37211
H 2.12871 5.06479 8.11932
H 1.36022 5.38387 6.54964
H -0.04491 3.41439 7.07852
H 1.52926 1.71002 6.68752
H 2.82323 2.85730 6.98739
H 2.59640 2.47862 4.63804
H 2.11332 4.13882 4.90215
H 0.03988 4.78347 4.51630
H -1.05242 3.60715 5.31531
H -0.97776 3.69167 3.56047
C -5.91129 8.03493 -4.20013
O -5.81221 6.83220 -4.93992
C -4.53562 6.64343 -5.54648
C -3.81145 5.46843 -4.91208
N -3.40098 5.77801 -3.54716
C -2.92112 4.61575 -2.79724
C -3.92768 3.50420 -2.49756
O -4.96734 3.88650 -1.60935
C -6.08316 4.50350 -2.22392
H -6.94654 8.14365 -3.87722
H -5.27404 8.00642 -3.31083
H -5.64626 8.89873 -4.81744
H -3.92843 7.55260 -5.50975
H -4.72005 6.40902 -6.59947
H -2.92485 5.23079 -5.50856
H -4.48876 4.60595 -4.94296
H -4.18870 6.17432 -3.05018
H -2.54990 4.99233 -1.84044
H -2.06035 4.18654 -3.31917
H -3.38172 2.70690 -1.98556
H -4.33936 3.05051 -3.40693
H -6.25306 4.13670 -3.23937
H -5.96763 5.59093 -2.23115
H -6.96484 4.27494 -1.62286
*
```

Calculated values
Calculated total energy in eV: -80234.699
Max |F| in eV/A: 2.0
Frontier orbital gap in eV: 5.61